No. 1
The following is a DFT calculation (ωB97M-V/def2-TZVPD) of 17 unconnected molecules or ions with the total composition C25H84N26O17 in a non-equilibrium geometry.

Atoms and positions in Å:
C  1.70077  -0.30281  -4.19636
O  2.23149  0.76095  -3.98454
N  0.60021  -0.72720  -3.46008
N  2.02161  -0.98385  -5.17928
H  -0.11909  -1.33351  -3.82768
H  0.47701  -0.29152  -2.55726
H  2.73802  -0.55051  -5.74413
H  1.45540  -1.78481  -5.42007
C  4.01103  -3.96585  -2.76714
O  4.23276  -2.91269  -2.23037
N  2.86555  -4.45294  -3.05276
N  4.95791  -4.77739  -3.11708
H  2.86566  -5.46287  -3.06496
H  2.07136  -3.87553  -2.81622
H  4.56011  -5.67918  -3.33760
H  5.94814  -4.60531  -3.01741
C  -2.96782  0.56840  -3.14826
O  -2.39923  -0.01132  -4.04674
N  -2.44221  1.53216  -2.51526
N  -4.07384  0.21530  -2.71240
H  -3.07025  2.02566  -1.89710
H  -1.51158  1.81539  -2.78692
H  -4.60248  0.71805  -2.01391
H  -4.50390  -0.40049  -3.38764
C  -5.70957  1.28947  3.71034
O  -5.72957  0.13007  3.95709
N  -4.69128  2.10260  3.64637
N  -6.80504  1.81715  3.31028
H  -4.70560  3.10030  3.48980
H  -3.80627  1.68480  3.89597
H  -6.93062  2.81143  3.43569
H  -7.60848  1.21773  3.18666
C  3.84874  -1.03891  0.72274
O  4.94064  -1.58615  0.80968
N  3.25157  -0.57346  1.73147
N  3.01375  -1.13474  -0.29709
H  2.29187  -0.28464  1.60625
H  3.72650  -0.67026  2.61757
H  2.42676  -0.32241  -0.42222
H  3.41556  -1.64034  -1.07364
C  0.04380  7.69683  -0.85897
O  0.23396  8.54742  -0.00036
N  -1.00537  7.15310  -1.31668
N  0.99211  6.89983  -1.24877
H  -0.99274  6.28548  -1.83357
H  -1.89043  7.58965  -1.10180
H  1.85217  7.08266  -0.75180
H  0.97132  6.11228  -1.88077
C  2.93140  3.03398  1.30210
O  2.41787  3.27394  2.34794
N  4.08374  2.57367  1.22542
N  2.34329  3.32737  0.20029
H  4.57338  2.20931  2.03016
H  4.51966  2.65994  0.31844
H  2.58965  2.93858  -0.69873
H  1.37759  3.60895  0.29103
C  0.46769  3.74029  -3.07957
O  0.03366  4.85275  -2.89674
N  0.34733  2.88426  -2.15869
N  1.07953  3.26487  -4.12677
H  0.93618  2.06424  -2.18913
H  0.05667  3.22026  -1.25165
H  1.51618  2.35498  -4.16598
H  1.24386  3.90573  -4.88991
C  0.07207  0.00782  -0.22844
O  0.87102  0.42745  -1.04363
N  0.15020  -1.15808  0.34325
N  -0.86527  0.70305  0.29506
H  -0.47727  -1.39548  1.09823
H  0.93057  -1.60158  -0.11983
H  -0.85841  1.65068  -0.05427
H  -1.45417  0.33459  1.02823
C  -0.93981  4.70539  1.12578
O  -0.75995  3.80359  0.34949
N  -0.01182  5.06141  1.99591
N  -1.96039  5.48737  1.02831
H  0.85233  4.54760  2.09248
H  -0.29148  5.71379  2.71446
H  -2.05604  6.31252  1.60283
H  -2.54373  5.25213  0.23808
C  -0.70398  -3.37260  4.21701
O  -0.19099  -2.61136  4.98098
N  -0.74097  -4.67258  4.37537
N  -1.24792  -3.08650  3.15054
H  -0.42741  -5.12554  5.22189
H  -1.41612  -5.16252  3.80596
H  -1.46181  -3.88744  2.57363
H  -1.39342  -2.10175  2.97965
C  -1.23256  0.70762  3.61420
O  -1.91122  -0.06243  3.02093
N  -0.44995  0.34607  4.48741
N  -1.04437  2.04080  3.45585
H  -0.42719  -0.65918  4.58255
H  0.10213  1.02672  4.98943
H  -0.67198  2.56816  4.23258
H  -1.30486  2.49950  2.59454
C  -4.46128  2.87857  -0.04141
O  -3.90368  3.30421  -0.99957
N  -5.36514  3.56862  0.65067
N  -4.25852  1.77826  0.54221
H  -5.76850  4.41049  0.26512
H  -5.77257  2.94266  1.33059
H  -3.36285  1.32363  0.43637
H  -4.76206  1.52432  1.38010
C  -0.46734  -6.29300  -2.03153
C  -1.08000  -4.99202  -1.45186
C  -0.64561  -3.65731  -2.18829
O  -2.45523  -5.15044  -1.79573
H  0.62246  -6.29598  -2.05184
H  -0.76971  -6.45416  -3.06628
H  -0.82540  -7.13811  -1.44358
H  -0.79583  -4.85464  -0.40856
H  0.01161  -3.07663  -1.54100
H  -1.54111  -3.09539  -2.45367
H  -0.07574  -3.86757  -3.09335
H  -2.41407  -5.62643  -2.62841
C  6.33465  3.15908  -1.47546
C  5.60080  2.00051  -2.03567
C  5.94219  0.72184  -1.38713
O  4.21301  2.17840  -1.81763
H  7.20684  3.32237  -2.10850
H  6.52710  2.95195  -0.42277
H  5.70854  4.04579  -1.57452
H  5.84196  1.80718  -3.08092
H  5.62510  0.76932  -0.34535
H  6.95255  0.31319  -1.40361
H  5.31198  -0.08329  -1.76487
H  3.72740  1.69752  -2.49184
C  -5.76638  -3.24023  1.75421
C  -5.23884  -2.70760  0.44678
C  -4.04085  -1.82198  0.63531
O  -5.03863  -3.88311  -0.34454
H  -6.45981  -2.48408  2.12231
H  -4.95135  -3.38110  2.46411
H  -6.28576  -4.19605  1.68512
H  -6.05554  -2.12809  0.01634
H  -3.18995  -2.33999  1.07773
H  -4.34245  -1.02919  1.31986
H  -3.73421  -1.36531  -0.30571
H  -4.09787  -3.99840  -0.49706
C  2.79487  -3.45968  3.44213
C  2.55396  -4.63911  2.52232
C  2.46763  -4.23250  1.11557
O  3.75981  -5.42649  2.66074
H  2.80909  -3.81785  4.47150
H  2.11426  -2.60943  3.39781
H  3.74903  -3.04301  3.11956
H  1.64383  -5.15308  2.83156
H  2.31843  -4.99771  0.35381
H  3.36558  -3.76522  0.71131
H  1.55304  -3.64027  1.14544
H  4.33722  -4.75382  2.29235

Forces on atoms 1 to 6 (eV/Å):
C -5.0 1.9 5.0
O 2.1 2.5 1.5
N 1.0 -0.3 -0.4
N 1.8 -4.2 -5.5
H 0.2 0.3 0.0
H -0.1 0.1 -0.2

Computed properties:
F_max: 8.9 eV/Å
electronic energy: -3705.91751 Ha
HOMO: -8.58 eV

Mulliken population analysis, charges in e, atoms 1 to 2:
1. C 0.333
2. O -1.034



No. 2
The following is a DFT calculation (ωB97M-V/def2-TZVPD) of 18 unconnected molecules or ions with the total composition C25H85N33O18 in a non-equilibrium geometry.

Atoms and positions in Å:
O  -4.57787  20.78415  4.76600
H  -3.90555  20.89322  5.44252
H  -4.96369  19.91534  4.89987
H  -4.20533  20.97837  3.90281
C  -6.11564  13.82592  3.88343
C  -7.19085  14.69208  3.25019
C  -8.45260  13.78185  3.25668
C  -9.75322  14.43231  2.86327
C  -9.92712  15.70684  3.75730
C  -8.78733  16.78640  3.69958
N  -7.58218  15.92032  4.03843
O  -6.50469  16.46765  4.84516
C  -9.20849  17.71041  4.85746
C  -8.88306  17.63929  2.36964
C  -6.76113  14.92508  1.87562
H  -6.33488  13.63686  4.93429
H  -5.20540  14.36320  4.14968
H  -5.75486  12.85939  3.53162
H  -8.67444  13.43541  4.26607
H  -8.14697  13.03200  2.52701
H  -10.48381  13.63144  2.97712
H  -9.68509  14.69164  1.80676
H  -10.21815  15.36311  4.74990
H  -10.81318  16.01464  3.20208
H  -10.26245  17.98320  4.80385
H  -8.57855  18.59035  4.98770
H  -9.05705  17.37704  5.88411
H  -9.12454  16.86914  1.63707
H  -7.86598  17.92695  2.10338
H  -9.52717  18.51854  2.38156
H  -5.88580  15.57416  1.85117
H  -7.57327  15.39357  1.31970
H  -6.56791  13.94325  1.44345
C  -8.55157  21.79897  -2.19842
O  -9.29284  22.31573  -1.39274
N  -8.72537  21.87700  -3.50426
N  -7.39951  21.36946  -1.87497
H  -7.95224  21.60479  -4.09440
H  -9.64607  21.94886  -3.91321
H  -7.14683  21.28636  -0.90062
H  -7.06159  20.67673  -2.52769
C  -15.44762  9.23838  2.54708
O  -14.51272  9.93609  2.09918
N  -16.67470  9.08766  2.13931
N  -15.22376  8.47241  3.60306
H  -16.94013  9.69577  1.37784
H  -17.25940  8.39414  2.58345
H  -16.02657  8.17669  4.13985
H  -14.30493  8.16306  3.88620
C  -7.06309  19.99483  10.43191
O  -7.13561  20.87510  11.27976
N  -6.06479  19.73972  9.60835
N  -7.95697  19.12638  10.25405
H  -5.23275  20.28928  9.76894
H  -5.94071  18.79215  9.28154
H  -8.70328  19.01362  10.92516
H  -8.11748  18.66345  9.37087
C  -15.20679  20.14390  6.80375
O  -15.39936  20.61238  7.86296
N  -15.36641  20.91503  5.76668
N  -14.78748  18.95545  6.55185
H  -14.91716  20.57102  4.93006
H  -15.71559  21.86234  5.79451
H  -14.47242  18.43892  7.36057
H  -14.29196  18.97788  5.67204
C  -1.54465  13.01064  -1.97901
O  -2.59678  12.61063  -2.39130
N  -1.48972  13.82242  -1.01155
N  -0.45658  12.43929  -2.29982
H  -2.37133  14.26957  -0.80436
H  -0.61651  14.09660  -0.58446
H  0.35333  12.99224  -2.05819
H  -0.46897  11.64450  -2.92291
C  -14.59751  19.98833  0.39271
O  -15.05494  19.18114  1.23310
N  -15.05340  21.17163  0.29368
N  -13.84719  19.78005  -0.61765
H  -15.75266  21.41109  0.98201
H  -14.83313  21.73069  -0.51814
H  -13.26522  18.95790  -0.54361
H  -13.60397  20.53455  -1.24350
C  -12.80442  13.12265  -3.23507
O  -11.78908  13.57833  -3.76398
N  -14.00589  13.14411  -3.68018
N  -12.92837  12.70868  -2.05053
H  -14.35637  13.46027  -4.57310
H  -14.60726  12.67479  -3.01821
H  -13.78736  12.78682  -1.52505
H  -12.03675  12.78851  -1.58282
C  -7.53972  13.68253  9.68400
O  -7.99448  13.11200  10.66432
N  -6.24693  13.69969  9.37400
N  -8.24672  14.26718  8.75257
H  -6.01285  14.14848  8.49998
H  -5.55692  13.15785  9.87438
H  -7.88950  14.77393  7.95526
H  -9.25024  14.22523  8.85870
C  -13.24775  16.91447  11.79342
O  -12.65506  16.74402  10.77053
N  -12.98595  16.19599  12.85530
N  -14.26113  17.74620  12.08885
H  -12.23753  15.52357  12.76676
H  -13.48607  16.25217  13.73099
H  -14.47169  18.48659  11.43494
H  -14.63413  17.81329  13.02505
C  -15.99521  12.55473  8.13749
O  -16.55711  11.56076  7.67913
N  -14.80117  12.94897  7.82394
N  -16.55713  13.20006  9.16128
H  -14.36773  12.32514  7.15832
H  -14.36245  13.67029  8.37832
H  -16.29553  14.17548  9.14613
H  -17.51770  12.90324  9.25770
C  -9.42987  24.29120  4.24841
O  -9.31628  24.34065  5.43435
N  -8.41735  24.19633  3.48892
N  -10.57271  24.39499  3.58611
H  -7.48577  24.29707  3.86590
H  -8.66000  23.63298  2.68652
H  -10.65254  24.86393  2.69514
H  -11.43747  24.32892  4.10373
C  -10.56778  6.94301  -0.42070
O  -9.76719  6.09098  -0.90212
N  -11.76211  7.02931  -0.84797
N  -10.25987  7.70425  0.59902
H  -12.09928  6.40063  -1.56294
H  -12.26629  7.86187  -0.57824
H  -9.33306  7.55650  0.97222
H  -11.04382  7.86804  1.21442
C  -4.29833  7.88313  6.31336
O  -5.41453  7.92882  5.83850
N  -3.25639  7.78340  5.54811
N  -3.98881  8.19220  7.57495
H  -3.29979  7.81036  4.53941
H  -2.38756  7.88184  6.05362
H  -4.68121  8.38641  8.28415
H  -3.01395  8.12982  7.83154
C  -10.93629  8.56789  6.92115
O  -11.98845  8.60258  7.56666
N  -10.05199  9.55146  6.81767
N  -10.42809  7.50071  6.33699
H  -10.17759  10.45770  7.24553
H  -9.14515  9.36091  6.41588
H  -10.80409  6.56587  6.26778
H  -9.50455  7.53734  5.92975
C  -16.91100  14.08827  0.66481
O  -17.12281  13.16734  -0.05634
N  -15.89626  14.30789  1.31887
N  -17.70758  15.07869  0.78669
H  -15.80005  15.11409  1.91962
H  -15.39791  13.45596  1.53324
H  -17.38481  15.98254  1.10127
H  -18.51153  15.05049  0.17597
C  -0.57916  18.23155  5.83301
O  -1.08658  19.12008  6.47935
N  -1.01334  17.01284  5.40884
N  0.56217  18.41075  5.27612
H  -1.90589  16.70533  5.76785
H  -0.40329  16.38314  4.90743
H  1.07412  17.86545  4.59740
H  1.03073  19.26196  5.55178

Forces on atoms 1 to 6 (eV/Å):
O -0.3 1.3 0.8
H 0.9 0.3 0.9
H -1.0 -2.0 -0.4
H 0.2 -0.2 -1.2
C 1.4 0.8 3.2
C -1.9 -0.3 1.8

Computed properties:
F_max: 10.5 eV/Å
electronic energy: -4164.75034 Ha
HOMO: -4.95 eV
energy relative to the best compared isomer or geometry (same formula, charge and spin): 191.90 kcal per mole

Mulliken population analysis, charges in e, atoms 1 to 2:
1. O -0.589
2. H 0.436



> Number 2 is which compound?

C25H85N33O18



> What is the F_max in the second record?

10.5 eV/Å